#a
Computed, not measured: a 13-piece molecular cluster, C13H52O13 overall, with the ωB97M-V functional and the def2-TZVPD basis.

Structure (ORCA input):
```
! RIJCOSX wB97M-V def2-TZVPD def2/J DEFGRID3
* xyz 0 1
C -1.889 1.934 3.191
O 0.602 -1.327 4.425
O -3.252 3.153 -2.543
H 4.079 0.815 -0.493
H 3.643 1.684 -2.473
H -3.323 -1.016 1.467
H 1.052 -3.475 -0.027
C 1.120 -0.274 -4.978
H 3.217 -1.464 -1.315
H 0.648 0.944 -0.895
H 2.852 0.720 5.009
H 1.949 -0.912 -5.289
H 1.091 -0.500 0.064
O 1.807 -2.348 -2.494
C 0.497 -4.382 -0.296
H 3.510 2.487 3.559
H -4.413 -1.573 2.775
H -1.915 -0.558 -2.900
H 0.375 -4.390 -1.379
C 3.787 1.360 0.406
H -1.385 2.187 -2.152
H 3.851 -2.767 -2.378
O 4.709 2.370 0.764
C 3.026 -2.441 -1.742
O -3.355 -3.055 1.832
H -0.692 -4.463 1.234
C 0.339 -1.957 3.181
C 3.334 2.662 -2.836
H -2.592 2.608 3.686
H 1.025 -5.298 -0.007
O -2.039 -1.987 -1.386
H 3.684 2.807 -3.864
H -3.819 0.834 0.401
H -1.293 0.831 0.626
C -1.596 -1.581 -2.654
H 2.164 2.918 4.691
H -2.966 3.188 -3.458
H -1.620 -1.402 -0.736
C -2.158 2.832 -1.718
H -6.640 0.663 0.167
H 5.473 1.987 1.201
H -2.469 2.278 -0.833
O -0.867 0.034 0.271
H 3.731 3.483 -2.242
H -4.981 1.385 1.558
C 0.481 0.404 0.043
O -0.798 -4.326 0.289
H 1.272 -2.258 2.686
H -0.252 -2.850 3.393
H -1.634 3.746 -1.415
H -4.746 2.151 -0.078
C -3.444 -1.712 2.288
H -1.688 3.219 1.709
H -3.590 -3.608 2.582
O -5.777 0.255 0.041
H -0.503 -1.586 -2.721
H -2.013 -2.214 -3.436
H 1.378 -0.652 -3.099
H -2.672 -1.485 3.032
O -1.832 2.275 1.803
H 1.804 2.520 3.062
H 1.565 1.872 -3.083
H 2.848 1.862 0.186
C -4.839 1.217 0.485
O 1.284 0.160 -3.634
H -0.908 2.004 3.663
H 1.095 0.630 -5.584
O 2.332 0.899 4.219
O 1.909 2.743 -2.803
H 1.255 -0.627 4.244
H 0.835 1.080 0.827
H 1.648 -3.216 -2.876
H 3.604 0.653 1.220
C 2.489 2.268 3.872
H -2.274 0.923 3.292
H -0.221 -1.335 2.473
H 2.903 -3.193 -0.960
H 0.184 -0.815 -5.138
*
```

## Properties
**HOMO-LUMO gap**: 9.28 eV
**HOMO**: -9.0 eV
**Lowest unoccupied orbital energy**: 0.3 eV

---

#b
Computed, not measured: C13H52O13 as an isolated structure, with the ωB97M-V functional and the def2-TZVPD basis.

Structure (ORCA input):
```
! RIJCOSX wB97M-V def2-TZVPD def2/J DEFGRID3
* xyz 0 1
O 1.090 -3.057 -1.791
H -1.469 -4.752 1.666
C 2.585 3.122 -0.708
C -0.383 -0.642 -2.978
O -1.629 3.145 -1.799
O -0.366 -1.889 -2.252
H 0.355 -2.303 3.255
H 0.968 -3.859 -3.722
H -0.502 0.580 -0.964
H -2.330 -0.065 -1.027
H -1.180 -2.854 1.473
H 2.449 -0.822 0.523
C -0.628 2.903 -0.780
O 3.332 -0.087 -2.742
H -2.478 1.823 3.596
C 0.804 -4.106 -2.673
H 0.525 -0.764 2.372
H 3.275 2.744 -1.463
H 1.621 -1.338 -2.348
H 2.704 0.877 0.849
C 0.283 -1.822 2.280
H 0.773 0.875 0.102
O -1.732 -0.269 2.389
H 0.217 1.754 1.830
H 3.162 -1.903 -1.781
C 2.581 -0.998 -1.958
H -0.545 0.227 -2.340
H -3.493 0.674 1.762
H -0.750 0.032 0.694
H 3.111 3.300 0.230
O 0.841 2.359 1.421
C 2.441 -0.073 1.315
O -1.059 -1.956 1.789
H -0.483 3.863 1.775
H -1.246 -2.089 -1.924
H 3.242 -1.280 2.624
C -0.529 -3.921 0.208
H 0.476 -4.336 0.278
H 2.836 0.722 -2.891
H -2.598 -0.170 0.505
O -2.983 1.768 -0.886
H -1.329 -1.111 2.167
H -1.051 -4.564 -0.499
C -1.455 2.109 3.350
O 1.568 2.161 -0.422
H 0.034 -1.524 -0.934
H -0.783 1.637 4.067
H -1.894 0.880 -2.429
C -0.008 0.141 -0.097
C -2.911 -0.223 1.548
H -0.620 1.861 -0.460
H 0.813 3.762 2.919
O -1.172 -3.869 1.434
O 3.438 -0.401 2.289
O 0.655 -1.041 -0.384
H -0.517 -2.926 -0.238
C -2.713 0.662 -1.744
H 0.352 3.297 -1.049
H -2.411 2.510 -1.097
H 1.168 4.343 1.256
H -0.228 -4.441 -2.574
H 1.008 -2.264 1.596
H -0.914 3.498 0.088
H 1.079 2.313 0.391
H -1.189 -0.681 -3.711
H -1.434 0.790 1.842
H -3.632 -1.030 1.676
H 1.462 -4.944 -2.440
H -1.360 3.179 3.531
H 2.277 -0.592 -0.994
H 0.454 -0.386 -3.627
C 0.583 3.650 1.860
O -1.140 1.698 1.951
H 0.425 -2.376 -1.915
H 1.450 0.084 1.741
H 2.171 4.020 -1.166
H -3.650 0.287 -2.154
H -1.813 4.080 -1.683
*
```

## Properties
**HOMO-LUMO gap**: 8.27 eV
**HOMO**: -8.4 eV
**Lowest unoccupied orbital energy**: -0.2 eV

---

#c
Computed, not measured: a 13-piece molecular cluster, C13H52O13 overall, with the ωB97M-V functional and the def2-TZVPD basis.

Structure (ORCA input):
```
! RIJCOSX wB97M-V def2-TZVPD def2/J DEFGRID3
* xyz 0 1
C -2.672 -2.539 0.640
H -2.680 -3.104 -0.264
O 0.240 -3.870 2.005
C -5.073 1.493 -1.007
H 2.352 0.840 2.639
H 0.070 3.441 -0.104
H 2.082 -0.429 5.257
H 1.564 1.375 4.145
O 2.511 1.979 -1.646
H -0.181 -3.140 -2.067
C 0.481 -2.188 -3.502
H -1.858 -0.793 3.228
H -1.649 -2.525 1.024
H -1.172 2.542 1.597
H 1.127 3.101 -2.825
H 1.387 -4.754 0.454
H -5.855 0.717 -0.885
C -0.388 0.322 0.044
H 0.198 -2.964 2.302
O 0.908 2.747 1.698
C 2.828 -0.689 0.576
H 0.868 -1.312 3.479
H -3.327 -0.707 1.184
C 3.704 -3.933 -2.702
H 2.870 3.253 -3.320
H 4.042 -1.752 1.690
C -0.817 -0.465 3.495
O 2.947 -3.460 -1.636
H -3.617 0.247 -0.411
H -2.498 4.407 1.064
H 4.676 -3.415 -2.774
O 0.342 0.309 -1.163
O -3.730 1.003 -0.973
C -1.520 1.908 -3.155
O 2.281 -0.536 4.310
H 2.405 -2.736 -1.978
H 3.855 -4.995 -2.549
H -0.100 4.400 1.303
O 3.911 -1.547 0.780
H 2.566 -0.897 -0.450
H 1.388 -2.606 -3.941
C 1.045 -3.807 0.809
H 3.366 1.139 4.076
C -2.820 3.352 0.917
H 2.949 0.415 0.656
H 0.498 -3.265 0.050
O 0.391 -2.325 -2.094
O -2.074 2.517 1.812
H 0.498 3.029 2.477
O -3.271 -1.299 0.423
H 0.200 0.585 0.932
H 0.401 -0.590 -1.415
H -0.842 -0.504 4.533
H 2.233 4.064 -1.822
H 3.197 -3.825 -3.683
H -5.303 1.959 -1.923
H -3.221 -3.098 1.372
H -0.991 2.648 -3.709
C 2.184 3.109 -2.443
H -3.896 3.264 1.025
H -1.266 0.976 -0.077
O -2.903 1.779 -3.458
O 0.058 -1.406 2.962
H 0.502 -1.124 -3.816
C 2.386 0.763 3.781
H -0.395 -2.585 -4.076
C 0.586 3.749 0.793
H -1.044 0.941 -3.396
H 1.702 1.669 -1.239
H 1.414 4.401 0.486
H -0.761 0.522 3.033
H -3.275 1.479 -2.655
H -1.361 2.171 -2.098
H 1.981 -1.010 1.207
H -5.198 2.239 -0.206
H -2.575 3.132 -0.110
H -0.789 -0.599 0.271
H 1.894 -3.187 1.020
*
```

## Properties
**HOMO-LUMO gap**: 9.69 eV
**HOMO**: -9.4 eV
**Lowest unoccupied orbital energy**: 0.3 eV

---

Of them, #a has the highest stability.

---

#a
Computed, not measured: C3H7BrN2O as an isolated structure, with the ωB97M-V functional and the def2-TZVPD basis.

Structure (ORCA input):
```
! RIJCOSX wB97M-V def2-TZVPD def2/J DEFGRID3
* xyz 0 1
C -1.690 0.761 0.749
H -0.420 -0.808 1.659
C -0.939 -0.651 0.713
H 1.831 -0.368 -2.194
H -1.123 1.601 0.984
C 1.418 0.414 -0.359
H -2.175 0.933 -0.219
N 2.008 0.404 -1.579
Br 0.739 -2.510 -0.313
N -0.050 -0.733 -0.482
O 1.598 0.954 0.657
H 2.964 0.747 -1.897
H -2.477 0.641 1.692
H -1.685 -1.386 0.590
*
```

## Properties
**HOMO-LUMO gap**: 9.29 eV
**HOMO**: -9.0 eV
**Lowest unoccupied orbital energy**: 0.3 eV

---

#b
Computed, not measured: a 2-piece molecular cluster, C3H7BrN2O overall, with the ωB97M-V functional and the def2-TZVPD basis.

Structure (ORCA input):
```
! RIJCOSX wB97M-V def2-TZVPD def2/J DEFGRID3
* xyz 0 1
H 1.032 0.227 1.696
O 2.563 -0.015 0.297
H -2.883 0.578 -0.894
N -2.331 -0.617 0.687
Br 0.082 -1.879 -0.241
C 1.568 0.605 -0.543
N -2.250 0.466 -0.118
H 0.367 -0.513 -2.198
H 1.833 1.238 -1.334
H 2.125 1.641 1.255
C 1.603 0.829 0.953
C 0.551 -0.220 -1.120
H -1.569 -0.807 1.317
H -2.692 -1.532 0.244
*
```

## Properties
**HOMO-LUMO gap (spin up / spin down)**: 8.88 / 7.43 eV
**HOMO (spin up / spin down)**: -8.3 / -7.8 eV
**Lowest unoccupied orbital energy (spin up / spin down)**: 0.6 / -0.4 eV

---

Of them, #a has the highest stability.

---

#a
Computed, not measured: a 2-piece molecular cluster, ClH2NO2Si overall, with the ωB97M-V functional and the def2-TZVPD basis.

Structure (ORCA input):
```
! RIJCOSX wB97M-V def2-TZVPD def2/J DEFGRID3
* xyz 0 1
Si -0.419 -1.068 -0.734
H 0.884 -0.023 1.441
O -2.547 -0.196 0.084
Cl -0.889 -0.635 -2.592
N -1.851 -1.185 0.339
H 0.354 -2.201 -0.100
O -2.125 -2.099 1.109
*
```

## Properties
**HOMO-LUMO gap (spin up / spin down)**: 7.56 / 9.32 eV
**HOMO (spin up / spin down)**: -8.8 / -10.9 eV
**Lowest unoccupied orbital energy (spin up / spin down)**: -1.3 / -1.6 eV

---

#b
Computed, not measured: a 2-piece molecular cluster, ClH2NO2Si overall, with the ωB97M-V functional and the def2-TZVPD basis.

Structure (ORCA input):
```
! RIJCOSX wB97M-V def2-TZVPD def2/J DEFGRID3
* xyz 0 1
N -4.192 -0.628 -0.730
Si -0.556 0.427 -0.210
O -4.417 -1.719 -0.378
H -0.723 1.315 -1.314
O -1.816 0.079 0.518
H 0.643 -0.461 -0.311
Cl -4.610 0.695 0.417
*
```

## Properties
**SMILES**: O=[SiH2].O=NCl
**HOMO-LUMO gap**: 9.11 eV
**HOMO**: -10.0 eV
**Lowest unoccupied orbital energy**: -0.9 eV

---

Of them, #b has the highest stability.